(1)
{
  "formula": "C2H6NO5",
  "method": "ωB97M-V/def2-TZVPD",
  "molar_mass_g_mol": 124.072,
  "total_energy_ha": -510.88849,
  "total_charge": -1,
  "gap_ha": 0.339,
  "elements": ["O", "C", "N", "C", "O", "O", "H", "H", "H", "H", "O", "H", "H", "O"],
  "coordinates": [[-2.1867, -0.3413, -0.3913], [-1.5150, 0.1208, 0.5061], [-0.1902, 0.3594, 0.4910], [0.6744, -0.0142, -0.6781], [0.6374, -1.2057, -0.9960], [1.3376, 0.9251, -1.1404], [-1.9738, 0.4415, 1.4370], [0.2566, 0.9468, 1.1761], [-0.2870, -2.6117, -0.2585], [-0.7216, -3.8344, -0.9870], [-0.6443, -3.5076, -0.0858], [1.2432, 3.6119, 0.1331], [1.7336, 2.1692, 0.0944], [1.6358, 2.9401, 0.6995]]
}

---

(2)
{
  "formula": "C2H6NP",
  "method": "ωB97M-V/def2-TZVPD",
  "molar_mass_g_mol": 75.051,
  "total_energy_ha": -475.83605,
  "total_charge": 0,
  "smiles": "[H]/P=N/CC",
  "gap_ha": 0.322,
  "elements": ["H", "P", "N", "C", "C", "H", "H", "H", "H", "H"],
  "coordinates": [[2.9916, 1.0939, -0.5878], [2.4611, 0.0356, 0.2067], [1.0137, 0.2650, -0.3149], [-0.0824, -0.5983, -0.0979], [-1.2963, 0.2742, 0.2707], [-0.1597, -1.1852, -0.9558], [0.1064, -1.3419, 0.6083], [-1.3809, 0.6262, 1.2457], [-1.2739, 1.0944, -0.4879], [-2.3795, -0.2639, 0.1131]]
}